# 1
{
  "formula": "C6H11N2O",
  "method": "ωB97M-V/def2-TZVPD",
  "elements": ["O", "N", "N", "C", "C", "C", "C", "C", "C", "H", "H", "H", "H", "H", "H", "H", "H", "H", "H", "H"],
  "xyz": [[0.783, 1.454, -0.129], [-0.051, 0.427, -0.026], [2.094, 1.222, -0.120], [2.489, -0.096, -0.109], [-2.343, 1.439, -0.255], [-1.905, -1.000, 0.506], [3.942, -0.188, 0.063], [1.582, -1.052, -0.171], [-1.395, 0.230, -0.370], [-1.825, -0.652, 1.602], [4.333, 0.745, 0.499], [4.453, -0.226, -0.950], [-3.411, 1.040, -0.107], [-1.397, -0.236, -1.511], [4.212, -1.068, 0.708], [-2.939, -1.298, 0.269], [1.269, -2.093, -0.052], [-2.096, 1.891, 0.607], [-2.283, 2.154, -1.205], [-1.205, -1.905, 0.397]],
  "nbo_charge": [-0.02, 0.05, 0.04, -0.03, -0.62, -0.59, -0.65, 0.18, -0.12, 0.23, 0.28, 0.27, 0.25, 0.26, 0.26, 0.25, 0.27, 0.22, 0.25, 0.21],
  "largest_force_ev_per_a": 6.77,
  "relative_energy_kcal_mol": 221.2,
  "total_charge": 1
}

---

# 2
{
  "formula": "C3H6O2",
  "method": "ωB97M-V/def2-TZVPD",
  "elements": ["O", "O", "C", "C", "C", "H", "H", "H", "H", "H", "H"],
  "xyz": [[-0.812, 2.164, 1.950], [-0.312, -0.676, -2.117], [-0.737, 1.438, 0.995], [0.748, -1.124, -1.772], [-0.196, 0.041, 1.079], [1.644, -0.520, -1.993], [-0.935, 1.803, -0.028], [0.853, -2.098, -1.267], [-0.124, -0.410, 2.064], [-0.892, -0.603, 0.525], [0.763, -0.015, 0.563]],
  "nbo_charge": [-0.51, -0.50, 0.44, 0.27, -0.72, 0.11, 0.11, 0.12, 0.23, 0.23, 0.22],
  "smiles": "CC=O.C=O",
  "largest_force_ev_per_a": 1.27,
  "relative_energy_kcal_mol": 45.6,
  "total_charge": 0
}

---

# 3
{
  "formula": "C42H50FeN8O2S2",
  "method": "ωB97M-V/def2-TZVPD",
  "elements": ["Fe", "S", "S", "O", "O", "N", "N", "N", "N", "N", "N", "N", "N", "C", "C", "C", "C", "C", "C", "C", "C", "C", "C", "C", "C", "C", "C", "C", "C", "C", "C", "C", "C", "C", "C", "C", "C", "C", "C", "C", "C", "C", "C", "C", "C", "C", "C", "C", "C", "C", "C", "C", "C", "C", "C", "H", "H", "H", "H", "H", "H", "H", "H", "H", "H", "H", "H", "H", "H", "H", "H", "H", "H", "H", "H", "H", "H", "H", "H", "H", "H", "H", "H", "H", "H", "H", "H", "H", "H", "H", "H", "H", "H", "H", "H", "H", "H", "H", "H", "H", "H", "H", "H", "H", "H"],
  "xyz": [[1.430, -0.271, 1.786], [-1.240, -1.121, -0.099], [0.641, 1.675, -0.946], [0.513, 1.196, 0.520], [-0.170, -1.477, 0.963], [2.167, 1.708, 2.523], [2.747, -0.880, 3.455], [0.110, -0.381, 3.342], [-1.060, -1.094, 5.234], [2.313, -2.154, 1.049], [3.284, 0.283, 0.493], [3.468, -1.544, 5.574], [1.244, -1.150, 5.229], [-1.049, -1.449, 6.658], [-4.464, -4.304, -0.090], [1.000, -1.811, -4.015], [0.376, -2.594, -1.810], [2.507, 7.416, -0.595], [-2.357, -0.910, 4.581], [-5.263, 0.835, -4.089], [2.359, 5.189, -1.759], [2.025, 5.998, -0.675], [-0.988, 1.773, -1.626], [-3.151, -4.667, 0.233], [0.799, 4.145, 0.293], [-5.555, -5.333, -0.116], [1.931, 3.872, -1.829], [1.637, -1.055, -6.215], [-1.839, 2.869, -1.353], [0.068, -0.856, 4.559], [1.056, -2.778, -2.975], [0.139, 0.298, -4.893], [3.390, 2.237, 1.869], [1.242, 5.453, 0.349], [-2.137, -3.731, 0.266], [0.198, -0.655, -3.848], [0.845, 0.099, -6.047], [-3.084, 2.894, -1.902], [-1.384, 0.722, -2.424], [3.718, -2.100, 0.607], [3.847, -0.856, -0.247], [-4.423, -0.275, -4.334], [-0.511, -0.471, -2.622], [-3.539, 1.841, -2.734], [-4.833, 1.866, -3.305], [4.210, 1.087, 1.309], [-3.168, -0.328, -3.801], [-2.688, 0.737, -2.994], [-2.441, -2.402, -0.015], [-4.740, -2.967, -0.361], [-3.740, -2.008, -0.316], [2.516, -1.185, 4.696], [1.712, -1.991, -5.222], [1.141, 3.363, -0.807], [-0.398, -1.419, -1.636], [-6.251, 0.862, -4.527], [-5.474, 2.717, -3.112], [1.416, 2.387, 2.450], [2.678, 7.833, -1.586], [2.957, 5.598, -2.564], [-1.503, 3.687, -0.735], [-2.929, -5.704, 0.453], [3.067, 2.872, 1.043], [3.736, -0.961, 3.252], [-5.752, -2.669, -0.607], [-2.534, -1.182, -3.995], [-6.040, -5.393, 0.860], [4.622, 0.479, 2.114], [0.962, 6.077, 1.189], [-0.655, -2.454, 6.819], [2.338, 1.552, 3.511], [4.364, -2.049, 1.484], [3.240, -0.988, -1.147], [-2.656, 0.140, 4.568], [2.306, -2.887, -5.353], [2.179, -1.201, -7.139], [-5.163, -6.321, -0.351], [3.451, 7.463, -0.050], [-2.071, -1.434, 7.020], [-1.130, -4.027, 0.527], [0.366, -3.366, -1.051], [2.899, 0.933, -0.182], [-2.337, -1.310, 3.567], [2.179, -2.871, 1.756], [5.060, 1.454, 0.730], [0.179, 3.738, 1.083], [3.262, -1.802, 6.524], [-4.782, -1.086, -4.954], [4.002, -2.994, 0.051], [2.193, 3.256, -2.683], [-6.320, -5.079, -0.847], [0.788, 0.825, -6.847], [1.705, -2.401, 0.271], [-0.483, 1.177, -4.781], [-3.098, -1.479, 5.133], [-3.964, -0.969, -0.528], [4.877, -0.679, -0.563], [1.623, -3.686, -3.140], [-3.746, 3.730, -1.711], [1.792, 8.048, -0.071], [4.429, -1.619, 5.287], [-0.821, -0.244, 2.971], [1.149, -1.453, 6.184], [3.975, 2.857, 2.546], [-0.494, -0.717, 7.247]],
  "mulliken_spin": [4.17, 0.01, 0.02, 0.05, 0.09, 0.13, 0.12, 0.13, 0.01, 0.15, 0.11, 0.00, 0.01, 0.00, 0.00, 0.00, 0.00, 0.00, 0.00, 0.00, 0.00, 0.00, 0.00, 0.00, 0.00, 0.00, 0.00, 0.00, 0.00, 0.01, 0.00, 0.00, 0.01, 0.00, 0.00, 0.00, 0.00, 0.00, 0.00, 0.00, 0.01, 0.00, 0.00, 0.00, 0.00, 0.00, 0.00, 0.00, 0.01, 0.00, 0.00, 0.00, 0.00, 0.00, 0.00, 0.00, 0.00, -0.01, 0.00, 0.00, 0.00, 0.00, 0.00, 0.00, 0.00, 0.00, 0.00, 0.00, 0.00, 0.00, 0.00, 0.00, 0.00, 0.00, 0.00, 0.00, 0.00, 0.00, 0.00, 0.00, 0.00, -0.01, 0.00, 0.00, 0.00, 0.00, 0.00, 0.00, 0.00, 0.00, 0.00, 0.00, -0.02, 0.00, 0.00, 0.00, 0.00, 0.00, 0.00, 0.00, 0.00, 0.00, 0.00, 0.00, 0.00],
  "spin_multiplicity": 6,
  "largest_force_ev_per_a": 0.54,
  "relative_energy_kcal_mol": 0.0,
  "total_charge": 3
}

---

# 4
{
  "formula": "C4H12N2O",
  "method": "ωB97M-V/def2-TZVPD",
  "elements": ["O", "N", "N", "C", "C", "C", "C", "H", "H", "H", "H", "H", "H", "H", "H", "H", "H", "H", "H"],
  "xyz": [[1.436, -1.340, 2.941], [0.288, 1.523, -2.409], [-0.275, -0.777, -0.273], [-0.089, -0.637, 1.186], [0.944, -1.640, 1.637], [-1.102, 0.262, -0.837], [-0.477, 1.597, -1.168], [-1.026, -0.853, 1.686], [0.640, -2.678, 1.488], [0.854, 2.343, -2.559], [-1.472, -0.112, -1.785], [-0.262, 1.308, -3.229], [0.269, 1.879, -0.448], [-1.261, 2.360, -1.147], [0.651, -0.666, -0.682], [1.807, -1.566, 0.983], [0.245, 0.375, 1.390], [-2.073, 0.439, -0.369], [0.901, -1.815, 3.594]],
  "nbo_charge": [-0.72, -0.85, -0.62, -0.24, -0.07, -0.24, -0.24, 0.18, 0.17, 0.36, 0.19, 0.36, 0.19, 0.17, 0.36, 0.16, 0.17, 0.20, 0.47],
  "smiles": "NCCNCCO",
  "largest_force_ev_per_a": 1.53,
  "relative_energy_kcal_mol": 41.2,
  "total_charge": 0
}

---

# 5
{
  "formula": "C16H23NO",
  "method": "ωB97M-V/def2-TZVPD",
  "elements": ["O", "N", "C", "C", "C", "C", "C", "C", "C", "C", "C", "C", "C", "C", "C", "C", "C", "C", "H", "H", "H", "H", "H", "H", "H", "H", "H", "H", "H", "H", "H", "H", "H", "H", "H", "H", "H", "H", "H", "H", "H"],
  "xyz": [[-1.175, -3.326, 0.447], [0.033, -0.580, -0.228], [3.493, 1.723, 0.872], [-3.306, 1.371, 1.259], [0.937, -0.215, -0.954], [-4.259, 0.245, -0.650], [2.318, 0.358, -0.807], [-3.295, 1.064, -1.548], [-1.902, 1.043, -0.879], [2.406, 1.288, 0.301], [-1.415, -0.497, -0.516], [0.273, -2.917, 0.383], [4.708, -0.260, -0.293], [-4.285, 0.844, 0.831], [0.371, -1.488, 0.842], [3.576, -0.487, -0.828], [4.777, 1.221, 0.468], [-1.967, 1.535, 0.489], [1.360, -1.311, 1.430], [0.634, -2.931, -0.666], [5.710, 1.438, 0.933], [0.596, -3.447, 1.125], [-5.037, 0.179, 1.467], [1.179, -0.993, -1.668], [-1.513, -3.312, 1.409], [5.582, -0.753, -0.519], [-3.584, 2.126, -1.454], [-0.325, -1.254, 1.774], [-4.202, -0.843, -0.673], [-1.284, 1.669, -1.221], [-2.014, 2.891, 0.503], [0.665, 0.505, -1.995], [-1.101, 1.483, 1.056], [-3.280, 1.482, 2.542], [-3.207, 0.594, -2.540], [3.432, -1.466, -1.428], [3.570, 2.620, 1.251], [-5.190, 0.635, -1.088], [1.469, 1.975, 0.380], [-1.542, -1.098, -1.344], [-1.990, -0.790, 0.231]],
  "nbo_charge": [-0.76, -0.50, -0.27, -0.18, -0.18, -0.45, 0.00, -0.40, -0.25, -0.19, -0.16, -0.09, -0.22, -0.22, -0.23, -0.22, -0.15, -0.38, 0.23, 0.20, 0.20, 0.18, 0.21, 0.11, 0.46, 0.21, 0.22, 0.20, 0.22, 0.21, 0.16, 0.21, 0.23, 0.20, 0.22, 0.20, 0.20, 0.22, 0.20, 0.18, 0.20],
  "largest_force_ev_per_a": 17.48,
  "relative_energy_kcal_mol": 324.6,
  "total_charge": 0
}

---

# 6
{
  "formula": "C8H12N3O",
  "method": "ωB97M-V/def2-TZVPD",
  "elements": ["O", "N", "N", "N", "C", "C", "C", "C", "C", "C", "C", "C", "H", "H", "H", "H", "H", "H", "H", "H", "H", "H", "H", "H"],
  "xyz": [[1.757, 1.708, -0.415], [-3.301, 0.898, 1.421], [0.502, -0.134, -0.228], [0.866, -2.375, -0.374], [-1.688, 2.016, 0.191], [1.098, -1.084, -0.803], [-0.456, 2.089, -0.234], [-2.483, 0.819, 0.350], [1.757, -3.187, 0.168], [2.972, 1.088, -0.312], [0.571, 1.184, -0.362], [-2.421, -0.276, -0.426], [-4.000, 0.208, 1.754], [1.583, -4.245, 0.139], [-2.225, 2.991, 0.500], [-0.165, 3.080, -0.485], [-1.940, -0.141, -1.398], [2.741, -2.880, 0.431], [-2.762, -1.266, -0.254], [-0.013, -2.704, -0.747], [3.567, 1.891, 0.199], [3.012, 0.184, 0.290], [-2.823, 1.402, 2.132], [3.456, 0.908, -1.293]],
  "nbo_charge": [-0.41, -0.79, -0.48, -0.45, -0.05, 0.24, -0.32, 0.10, -0.02, -0.27, 0.65, -0.42, 0.42, 0.22, 0.25, 0.25, 0.20, 0.22, 0.21, 0.45, 0.22, 0.19, 0.38, 0.22],
  "largest_force_ev_per_a": 4.05,
  "relative_energy_kcal_mol": 132.9,
  "total_charge": 1
}